The following is a quantum chemistry calculation of a structure of composition C5H7N in a non-equilibrium geometry, from OMol25.

The net charge is 0. The energy above the lowest of the compared OMol25 structures with the same formula, charge and spin comes out at 311.76 kJ/mol. As for the gap between HOMO and LUMO: 10.4 eV. The LUMO energy is 1.103 eV. The spin multiplicity is 1.

CARTESIAN COORDINATES (ANGSTROEM)
C (-0.943276, -0.624333, -1.185659)
C (0.382242, 0.006587, -1.215648)
C (0.145807, -0.505665, 1.243158)
C (0.414194, 0.597628, 0.289934)
C (-1.013140, 0.297239, 0.755237)
N (-1.764820, -0.298662, -0.238112)
H (-1.362387, -1.251030, -1.993459)
H (1.331539, -0.580046, -1.330893)
H (0.596044, 0.764548, -2.011783)
H (0.040584, -1.473295, 0.669629)
H (0.595413, -0.486466, 2.267572)
H (0.936372, 1.544991, 0.521404)
H (-1.776353, 1.193497, 1.562119)

Atomic forces in eV per Å
-2.553 -0.262 -1.105
2.940 1.610 1.684
0.365 -1.244 0.516
-0.305 0.320 -2.225
-1.802 4.814 3.973
0.718 -1.551 -1.694
0.457 0.443 0.269
-1.173 -0.386 0.216
-1.044 -0.289 0.522
0.735 0.600 1.429
-0.794 -0.076 -1.043
-0.340 -0.924 -0.026
2.796 -3.054 -2.516

natural (NBO) population analysis, charges in e, atoms 1 to 8: atom 1 (C): 0.067, atom 2 (C): -0.499, atom 3 (C): -0.433, atom 4 (C): -0.262, atom 5 (C): -0.045, atom 6 (N): -0.390, atom 7 (H): 0.198, atom 8 (H): 0.239